{
  "formula": "C5H7NO",
  "method": "ωB97M-V/def2-TZVPD",
  "total_energy_ha": -324.5971,
  "lumo_energy_ev": 1.08,
  "e_above_lowest_kj_mol": 334.5,
  "spin_multiplicity": 1,
  "species": ["C", "C", "C", "C", "N", "C", "O", "H", "H", "H", "H", "H", "H", "H"],
  "coordinates": [[-2.154, 0.036, -0.175], [-0.806, 0.010, -0.834], [1.100, 0.357, 1.208], [2.078, 0.368, 0.289], [1.607, -0.457, -0.778], [0.242, -0.596, -0.296], [0.277, -0.852, 1.048], [-2.760, 0.883, -0.510], [-2.091, 0.050, 0.920], [-2.687, -0.882, -0.447], [-0.623, 0.536, -1.760], [0.674, 1.066, 1.899], [3.058, 0.840, 0.282], [2.084, -1.357, -0.844]]
}